# 1
The following is a DFT calculation (wB97M-V/def2-TZVPD) of an isolated molecule of C8H8 at a distorted geometry.

Each line ends with the Löwdin charge.
Element x y z (Å)
C1 -0.02575 1.70295 0.11371  -0.06
C2 0.83867 1.13924 -0.74433  -0.06
C3 -1.41789 -0.27986 0.16206  -0.08
C4 0.80897 -1.48746 -0.96871  -0.06
C5 -0.51475 0.66741 1.06838  -0.20
C6 0.54423 -0.44193 1.05376  -0.14
C7 1.17872 -0.19168 -0.30544  -0.15
C8 -0.26427 -1.21299 0.04997  -0.13
H1 -0.47719 2.67479 0.02969  0.10
H2 1.25691 1.59425 -1.62480  0.10
H3 -2.21625 -0.71189 0.76199  0.11
H4 -1.83548 0.15595 -0.74915  0.12
H5 0.56301 -1.44830 -2.02861  0.11
H6 1.42992 -2.34779 -0.72998  0.10
H7 -0.94807 1.01301 2.00070  0.13
H8 1.07924 -0.82571 1.91074  0.13

- Gap between HOMO and LUMO: 8.74 eV
- F_max: 2.0 eV Å⁻¹
- LUMO energy: 1.2 eV
- Energy relative to the best compared isomer or geometry (same formula, charge and spin): 353.2 kJ/mol
- SMILES: C1=C[C@@]23C[C@@]24C[C@H]1[C@@H]43
- E: -309.4793 Ha
- Multiplicity: 1

# 2
The following is a DFT calculation (wB97M-V/def2-TZVPD) of a structure of composition C8H8AlF12O13S4 at a distorted geometry.

Each line ends with the Löwdin charge.
Element x y z (Å)
Al1 25.01667 23.44290 -15.76262  0.99
C1 21.27623 20.19727 -22.52585  -0.57
F1 20.70841 20.40103 -23.73210  0.13
F2 20.29646 19.98618 -21.60757  0.10
F3 22.13157 19.14153 -22.58903  0.12
S1 22.23497 21.79364 -21.90245  0.57
O1 22.92447 21.57334 -20.60171  -0.26
O2 23.18365 22.05859 -22.98932  -0.24
O3 21.23633 22.88461 -21.76971  -0.26
C2 24.89312 29.39868 -21.05348  -0.62
F4 25.37995 30.18914 -22.02837  0.13
F5 24.96567 29.92540 -19.83333  0.13
F6 23.62833 29.04725 -21.33951  0.13
S2 25.97094 27.78498 -21.00967  0.56
O4 25.60537 27.10402 -22.27108  -0.23
O5 27.39780 28.10225 -20.91872  -0.25
O6 25.52451 26.98783 -19.84257  -0.26
C3 24.01618 24.26134 -8.06135  -0.70
F7 23.92844 25.50948 -8.27290  0.20
F8 25.05853 23.88236 -7.29960  0.13
F9 22.90143 23.73890 -7.53633  0.13
S3 24.21567 23.42516 -9.78293  0.52
O7 25.54081 23.61995 -10.33505  -0.33
O8 23.88807 21.98041 -9.64383  -0.33
O9 23.34470 24.11290 -10.78462  -0.35
C4 30.94570 21.04412 -21.15731  -0.65
F10 31.24075 20.43340 -22.26554  0.16
F11 31.47819 20.39785 -20.12067  0.13
F12 31.56097 22.24242 -21.16118  0.11
S4 28.97176 21.23924 -21.04550  0.55
O10 28.61660 21.88119 -19.79108  -0.26
O11 28.62703 22.10639 -22.16924  -0.23
O12 28.44052 19.85734 -21.17809  -0.26
C5 20.37633 29.23178 -16.69578  -0.19
C6 20.71048 29.64803 -15.27797  -0.18
C7 21.04578 28.36494 -14.57718  -0.20
O13 21.43542 27.47480 -15.64672  -0.15
C8 20.54314 27.76017 -16.75629  -0.20
H1 21.04846 29.63805 -17.45161  0.11
H2 19.37828 29.56023 -16.98581  0.11
H3 19.84729 30.11145 -14.80020  0.11
H4 21.53626 30.35581 -15.20566  0.11
H5 20.11072 27.94563 -14.20576  0.11
H6 21.70585 28.39839 -13.71041  0.12
H7 19.58055 27.25369 -16.68552  0.12
H8 20.96092 27.48168 -17.72376  0.12

- Gap between HOMO and LUMO: 1.23 eV
- F_max: 4.8 eV Å⁻¹
- LUMO energy: -5.5 eV
- Energy relative to the best compared isomer or geometry (same formula, charge and spin): 654.6 kJ/mol
- Charge: -1
- E: -4321.0138 Ha
- Multiplicity: 1

# 3
The following is a DFT calculation (wB97M-V/def2-TZVPD) of a structure of composition C8H8AsN6PtS4 at a distorted geometry.

Each line ends with the Löwdin charge.
Element x y z (Å)
Pt1 -1.40159 -1.21072 -1.29264  0.65
N1 1.11784 -0.00324 -3.21104  0.18
C1 1.57382 -0.30756 -2.01111  -0.42
N2 2.88077 -0.09118 -1.79869  0.19
C2 3.24680 -0.28689 -0.53658  -0.43
N3 4.55512 -0.43453 -0.32059  0.19
N4 2.40115 -0.25324 0.52512  0.19
C3 1.14378 -0.49257 0.21352  -0.31
N5 0.68697 -0.73213 -1.01578  -0.05
C4 0.11740 -0.41290 1.26972  -0.20
C5 0.45544 -0.04302 2.56885  0.03
C6 -0.58061 0.23252 3.47628  -0.01
C7 -1.88945 0.24567 3.00441  -0.01
C8 -2.11827 -0.21651 1.70407  -0.15
N6 -1.15761 -0.57578 0.87301  -0.04
H1 1.74413 0.26855 -3.92521  0.12
H2 0.11040 0.03749 -3.38680  0.05
H3 5.20813 -0.24295 -1.07530  0.13
H4 4.93106 -0.29024 0.62060  0.13
H5 1.49981 0.04806 2.85122  0.12
H6 -0.35881 0.45696 4.54110  0.14
H7 -2.72702 0.48608 3.62343  0.11
H8 -3.12437 -0.36226 1.35260  0.06
S1 -5.03389 1.78718 -2.78520  0.28
As1 -3.55296 0.88699 -1.61343  -0.51
S2 -3.52208 -1.26487 -1.98246  0.04
S3 -1.47903 1.35412 -1.68781  0.16
S4 -4.72694 1.41695 0.01869  0.36

- Gap between HOMO and LUMO (spin up / spin down): 7.68 / 5.22 eV
- F_max: 2.8 eV Å⁻¹
- LUMO energy (spin up / spin down): -3.7 / -7.0 eV
- Energy relative to the best compared isomer or geometry (same formula, charge and spin): 17.0 kJ/mol
- Charge: +1
- E: -4585.8139 Ha
- Multiplicity: 5

# 4
The following is a DFT calculation (wB97M-V/def2-TZVPD) of a structure of composition C8H8Cl2LaN2O3Y at a distorted geometry.

Each line ends with the Löwdin charge.
Element x y z (Å)
La1 -2.72331 0.93430 -5.69250  1.78
Y1 0.55415 0.35198 -0.60112  1.29
Cl1 -2.40159 -1.58163 -5.62108  0.00
Cl2 -1.35695 1.87739 -0.91076  -0.07
C1 2.25832 1.82384 0.04875  0.02
C2 -3.54309 0.10186 -7.71398  -0.21
C3 -3.16892 2.51285 -7.44136  -0.09
O1 3.07941 2.49470 0.53190  0.23
O2 -3.89592 -0.19002 -8.80455  0.25
O3 -3.45828 2.96239 -8.49084  0.24
C4 -0.06794 -0.14448 5.13825  0.03
C5 0.38249 -0.31263 3.74338  -0.21
C6 1.39445 -1.16754 3.29032  0.08
C7 1.49653 -1.01361 1.92548  -0.31
N1 0.55256 -0.08106 1.51272  -0.17
N2 -0.12140 0.29626 2.66356  0.10
C8 2.39204 -1.73788 0.98263  -0.01
H1 -0.47870 -1.09154 5.51773  0.13
H2 0.77646 0.02886 5.82309  0.12
H3 -0.80398 0.65709 5.30176  0.11
H4 2.02538 -1.81070 3.90348  0.16
H5 -0.86426 0.99850 2.64435  0.20
H6 3.42266 -1.78122 1.40047  0.14
H7 2.11546 -2.81308 0.91056  0.13
H8 2.43444 -1.31464 -0.06225  0.05

- Gap between HOMO and LUMO: 5.60 eV
- F_max: 11.6 eV Å⁻¹
- LUMO energy: -15.2 eV
- Charge: +4
- E: -1633.6321 Ha
- Multiplicity: 1

# 5
The following is a DFT calculation (wB97M-V/def2-TZVPD) of an isolated molecule of C8H8ClFO2S at a distorted geometry.

Each line ends with the Löwdin charge.
Element x y z (Å)
C1 1.30497 -1.52778 0.23941  0.05
C2 -0.18345 -1.51929 0.26181  -0.05
C3 1.97741 -0.36735 0.01114  -0.27
C4 -0.64355 -0.38449 -0.15061  -0.15
C5 -2.90738 1.18749 0.66789  -0.26
C6 3.37979 -0.54014 -0.10425  -0.72
C7 1.46387 1.00180 -0.09409  -0.16
C8 -0.10139 0.96310 -0.43954  -0.15
O1 3.92977 -1.59794 0.07197  0.05
O2 -3.55209 0.02965 -1.59635  -0.36
F1 -3.33513 -1.74303 -0.01454  -0.33
S1 -2.85149 -0.11743 -0.35004  0.87
Cl1 4.28283 1.00415 -0.40078  0.67
H1 1.81864 -2.50526 0.27483  0.14
H2 -0.85436 -2.35033 0.70030  0.15
H3 -3.88531 1.59649 0.85954  0.02
H4 -2.32345 0.86975 1.55208  0.04
H5 1.65300 1.51507 0.85194  0.12
H6 1.94384 1.59084 -0.91261  0.09
H7 -0.23208 1.15115 -1.50112  0.12
H8 -0.88446 1.74354 0.07302  0.14

- Gap between HOMO and LUMO: 8.43 eV
- F_max: 4.8 eV Å⁻¹
- LUMO energy: -1.1 eV
- Energy relative to the best compared isomer or geometry (same formula, charge and spin): 99.5 kJ/mol
- SMILES: C=[S@](=O)(F)C1=CC=C(C(=O)Cl)CC1
- E: -1418.1719 Ha
- Multiplicity: 1

# 6
The following is a DFT calculation (wB97M-V/def2-TZVPD) of an isolated molecule of C8H8ClN at a distorted geometry.

Each line ends with the Löwdin charge.
Element x y z (Å)
C1 2.34719 -0.31808 -0.11277  -0.01
C2 2.06602 -1.26731 0.61849  -0.08
C3 1.61241 0.73597 -0.69746  -0.04
C4 0.25103 0.65131 -0.45979  -0.15
C5 -0.45723 -0.45810 0.23091  -0.29
C6 1.17974 -1.80281 1.62595  -0.66
C7 -0.61691 1.76249 -1.13917  -0.04
C8 -1.90856 -0.42682 -0.19771  -0.02
N1 -0.21505 -1.41696 1.03062  0.11
Cl1 1.56921 -0.85472 3.07810  0.61
H1 2.02562 1.34526 -1.40048  0.07
H2 1.17005 -2.84546 1.97545  0.09
H3 -0.02095 2.48687 -1.58061  0.05
H4 -1.09715 2.28378 -0.34712  0.07
H5 -1.32919 1.16383 -1.83171  0.11
H6 -1.95427 -0.45624 -1.18608  0.03
H7 -2.26669 0.56257 0.06432  0.09
H8 -2.35528 -1.14558 0.32907  0.05

- Gap between HOMO and LUMO: 8.76 eV
- F_max: 4.8 eV Å⁻¹
- LUMO energy: -0.2 eV
- Energy relative to the best compared isomer or geometry (same formula, charge and spin): 301.8 kJ/mol
- SMILES: CC1=CC#C[C@@H](Cl)N=C1C
- E: -824.3976 Ha
- Multiplicity: 1

# 7
The following is a DFT calculation (wB97M-V/def2-TZVPD) of a cluster of 2 separate species, C8H8ClN3O4 in total at a distorted geometry.

Each line ends with the Löwdin charge.
Element x y z (Å)
O1 3.51429 -1.25875 -0.42493  0.11
C1 3.42107 0.09703 -0.51664  0.07
N1 3.27942 1.48860 -0.43962  0.08
N2 1.91280 1.66226 -0.75735  -0.18
C2 1.31161 1.85919 -2.15544  0.10
N3 -0.22075 1.96506 -2.01057  0.08
C3 -0.51394 1.82941 -0.52033  -0.08
C4 -2.10252 1.85933 -0.00246  -0.08
C5 -2.64954 0.29875 -0.25282  -0.56
O2 -2.45531 -0.55541 0.78536  -0.05
Cl1 -3.41628 -0.18571 -1.88119  0.56
C6 0.86962 1.62802 0.33869  0.15
H1 1.92028 1.90553 -3.15534  0.16
H2 -0.90998 2.07597 -2.80492  0.17
H3 -2.73944 2.65161 -0.62031  0.13
H4 -2.06015 2.15139 1.13180  0.14
H5 0.95275 1.46665 1.50001  0.17
C7 -0.47133 -2.95617 1.23403  -0.07
C8 0.60467 -3.04425 2.30246  -0.80
O3 0.46303 -3.98328 3.13434  -0.09
O4 1.50578 -2.16330 2.22043  -0.14
H6 -1.22102 -3.74363 1.35812  0.06
H7 -0.97508 -1.98672 1.29363  0.02
H8 -0.01999 -3.06160 0.24304  0.06

- Gap between HOMO and LUMO: 3.36 eV
- F_max: 13.0 eV Å⁻¹
- LUMO energy: -2.7 eV
- Energy relative to the best compared isomer or geometry (same formula, charge and spin): 990.5 kJ/mol
- E: -1234.5916 Ha
- Multiplicity: 1

# 8
The following is a DFT calculation (wB97M-V/def2-TZVPD) of an isolated molecule of C8H8ClNO at a distorted geometry.

Each line ends with the Löwdin charge.
Element x y z (Å)
C1 -2.24786 0.74791 -0.53952  -0.11
C2 -1.98644 2.10018 -0.40573  -0.09
C3 -1.23580 -0.21900 -0.38797  0.00
C4 -0.69638 2.48611 0.01497  0.00
C5 -0.00436 0.21191 0.12553  -0.15
C6 0.20657 1.54797 0.34466  -0.24
C7 2.14065 0.53914 0.75042  -0.57
C8 1.50618 -1.76076 0.11595  -0.05
N1 1.19050 -0.44356 0.50716  -0.10
O1 1.43879 1.65489 0.89583  0.03
Cl1 3.36882 0.76865 -0.77573  0.42
H1 -3.24395 0.59444 -1.00568  0.11
H2 -2.79691 2.74410 -0.83685  0.12
H3 -1.36423 -1.33899 -0.28907  0.13
H4 -0.40396 3.49939 0.31886  0.13
H5 2.78598 0.38345 1.58563  0.13
H6 2.52246 -1.67562 -0.39387  0.09
H7 1.60654 -2.50233 0.88457  0.09
H8 0.80785 -1.97733 -0.63061  0.07

- Gap between HOMO and LUMO: 9.19 eV
- F_max: 3.5 eV Å⁻¹
- LUMO energy: 0.8 eV
- Energy relative to the best compared isomer or geometry (same formula, charge and spin): 106.1 kJ/mol
- SMILES: CN1c2ccccc2O[C@@H]1Cl
- E: -899.7969 Ha
- Multiplicity: 1

# 9
The following is a DFT calculation (wB97M-V/def2-TZVPD) of a structure of composition C8H8MoNO2SbSe4 at a distorted geometry.

Each line ends with the Löwdin charge.
Element x y z (Å)
Mo1 -1.01492 1.25527 0.50841  0.86
Se1 -2.63460 5.48139 1.30356  -0.08
Sb1 -0.50978 4.58979 0.89289  -0.14
Se2 -0.61739 2.37379 2.52143  0.08
Se3 -0.80975 2.79338 -1.23483  0.07
Se4 1.69954 5.46469 1.06402  -0.06
N1 0.25128 0.11265 0.43867  -0.20
C1 1.42285 -0.57495 0.08810  -0.33
C2 1.32894 -1.94913 -0.23906  -0.01
C3 2.45413 -2.51250 -0.76961  -0.06
C4 3.60699 -1.72549 -1.03457  -0.06
C5 3.73221 -0.40665 -0.60798  -0.06
C6 2.53647 0.18491 -0.18717  -0.04
H1 0.31475 -2.37202 -0.04642  0.11
H2 2.43733 -3.48782 -1.11661  0.08
H3 4.48441 -2.01264 -1.58263  0.10
H4 4.46178 0.39076 -0.68052  0.11
H5 2.37065 1.25929 -0.09706  0.11
C7 -4.30703 -1.43344 0.01019  0.00
C8 -2.78210 -1.17429 0.27245  -0.53
O1 -1.91916 -2.00432 0.36710  0.09
O2 -2.54191 0.19609 0.41691  -0.34
H6 -4.45617 -1.22072 -1.08840  0.10
H7 -4.96944 -0.69342 0.56924  0.10
H8 -4.53912 -2.53462 0.23187  0.11

- Gap between HOMO and LUMO: 6.14 eV
- F_max: 2.9 eV Å⁻¹
- LUMO energy: -2.3 eV
- E: -10429.0901 Ha
- Multiplicity: 1

# 10
The following is a DFT calculation (wB97M-V/def2-TZVPD) of the ion C8H8N2O3P with charge -1 at a distorted geometry.

Each line ends with the Löwdin charge.
Element x y z (Å)
C1 2.43214 -1.68840 -1.22733  -0.16
C2 1.13223 -2.13410 -1.36455  -0.12
C3 2.72612 -0.41031 -0.88479  -0.07
C4 0.09158 -1.43463 -0.84002  -0.05
C5 2.08041 1.69503 0.09894  0.10
C6 1.65754 0.42699 -0.32697  -0.33
C7 0.37377 -0.15205 -0.29258  -0.27
C8 -0.97589 1.87189 -0.24321  -0.24
N1 -0.66918 0.58976 0.18515  -0.12
N2 -1.92420 2.48487 0.32596  0.01
O1 -1.39266 0.86988 2.62477  -0.34
O2 -3.05692 -0.19105 1.12146  -0.16
O3 -0.96865 -1.53659 1.67087  -0.31
P1 -1.48164 -0.17340 1.57294  0.24
H1 3.14990 -2.24834 -1.81022  0.09
H2 0.87148 -3.24034 -1.76164  0.15
H3 3.76285 0.11058 -1.15436  0.14
H4 -1.02222 -1.89059 -0.79670  0.16
H5 1.29528 2.31212 0.73594  0.01
H6 -2.31441 2.22281 1.35044  0.13
H7 -3.53426 -0.97003 0.93546  0.03
H8 -2.23327 3.48590 0.08044  0.12

- Gap between HOMO and LUMO (spin up / spin down): 6.92 / 6.92 eV
- F_max: 6.9 eV Å⁻¹
- LUMO energy (spin up / spin down): 2.7 / 2.7 eV
- Energy relative to the best compared isomer or geometry (same formula, charge and spin): 536.4 kJ/mol
- Charge: -1
- E: -986.2123 Ha
- Multiplicity: 1

# 11
The following is a DFT calculation (wB97M-V/def2-TZVPD) of the ion C8H8N2O3P with charge -1 at a distorted geometry.

Each line ends with the Löwdin charge.
Element x y z (Å)
C1 0.59597 -1.09144 2.53040  -0.10
C2 1.17147 0.22884 2.29447  -0.12
C3 0.05529 -1.79476 1.47817  -0.07
C4 0.86000 0.94061 1.16449  -0.06
C5 -0.82560 -1.44026 -0.92642  0.00
C6 -0.14097 -1.14226 0.23519  -0.23
C7 0.20257 0.25739 0.10388  -0.20
C8 -0.78021 -0.20689 -1.77698  -0.38
N1 -0.17456 0.76429 -1.09575  0.01
N2 -1.30978 -0.06280 -3.02146  0.10
O1 -1.45185 2.91718 -2.25741  -0.36
O2 0.81449 3.18548 -0.84443  -0.14
O3 0.79431 2.22107 -3.20119  -0.33
P1 -0.04587 2.42294 -2.00940  0.33
H1 0.66513 -1.60283 3.39871  0.04
H2 1.73419 0.84427 3.02399  0.09
H3 -0.36450 -2.79355 1.44293  0.10
H4 1.26347 1.92361 1.26224  0.08
H5 -1.08542 -2.49374 -1.28104  0.11
H6 -1.51850 0.84741 -3.34650  0.04
H7 0.39549 3.14564 -0.03970  -0.01
H8 -0.60776 -0.53548 -3.61526  0.11

- Gap between HOMO and LUMO: 7.37 eV
- F_max: 5.0 eV Å⁻¹
- LUMO energy: 3.5 eV
- Energy relative to the best compared isomer or geometry (same formula, charge and spin): 40.0 kJ/mol
- Charge: -1
- SMILES: Nc1cc2ccccc2n1[P@](=O)([O-])O
- E: -986.4014 Ha
- Multiplicity: 1

# 12
The following is a DFT calculation (wB97M-V/def2-TZVPD) of a structure of composition C8H8N2O3SeSn at a distorted geometry.

Each line ends with the Löwdin charge.
Element x y z (Å)
O1 0.24233 3.90276 -3.55500  0.18
C1 0.21955 2.78692 -3.29594  -0.02
Sn1 0.25588 0.57294 -1.97805  0.97
C2 2.23955 -0.50070 -3.12368  -0.06
C3 -1.80401 -0.51369 -3.12280  -0.09
O2 3.11731 -1.04319 -3.62843  0.17
O3 -2.66111 -1.04930 -3.63070  0.16
C4 -2.35819 0.80669 1.24101  0.00
N1 -1.14836 0.02086 1.42332  -0.11
C5 -1.06380 -1.11953 2.19292  0.02
C6 0.21250 -1.54489 2.13863  0.02
N2 0.90485 -0.66219 1.33692  -0.12
C7 2.32584 -0.76409 1.03896  0.00
C8 0.09090 0.36663 0.97478  -0.73
Se1 0.56972 1.98039 0.18080  0.73
H1 -3.14451 0.17551 0.79713  0.12
H2 -2.12537 1.65427 0.58209  0.06
H3 -2.70780 1.17616 2.21860  0.12
H4 -1.91293 -1.49796 2.70765  0.15
H5 0.70037 -2.37252 2.59414  0.15
H6 2.90360 -0.70710 1.97725  0.13
H7 2.53553 -1.73275 0.55480  0.12
H8 2.60817 0.06480 0.37563  0.06

- Gap between HOMO and LUMO: 7.26 eV
- F_max: 5.8 eV Å⁻¹
- LUMO energy: -8.5 eV
- Energy relative to the best compared isomer or geometry (same formula, charge and spin): 9.5 kJ/mol
- Charge: +2
- E: -3259.9514 Ha
- Multiplicity: 1